[1]
C2H7ClIN4 | wB97M-V/def2-TZVPD

```
15
Properties=species:S:1:pos:R:3:forces:R:3
H 0.125 1.456 -0.826 0.30 0.28 -0.14
N -0.611 0.783 -0.930 -1.05 1.16 -0.53
C -0.654 -0.367 -0.480 0.45 -2.37 0.63
C -1.806 -1.270 -0.811 -3.25 1.68 1.81
Cl -2.239 -2.576 0.438 0.55 1.29 -0.60
N 0.397 -1.032 0.215 -0.06 2.29 -0.86
N 1.511 -0.209 0.400 -0.44 0.57 1.95
N 2.646 -0.806 -0.254 1.70 0.89 1.99
I 4.526 0.270 -0.086 -1.66 -0.63 -0.15
H -1.594 -1.863 -1.632 0.43 -0.77 -1.90
H -2.754 -0.566 -0.999 2.16 -1.84 0.42
H 0.433 -1.934 0.614 -0.26 -1.00 0.44
H 1.115 0.767 0.141 1.25 -1.37 -0.15
H 1.697 -0.114 1.445 0.31 -0.34 -1.42
H 2.405 -0.987 -1.192 -0.43 0.15 -1.48
```
Positions in Å, forces in eV/Å.

The net charge is +1. Its LUMO energy is -5.366 eV. As for the HOMO energy: -14.056 eV. As for the largest force on an atom: 4.1 eV/A. The calculation puts the energy above the lowest of the compared OMol25 structures with the same formula, charge and spin at 20.4 kcal per mole.

---

[2]
CH8NO2 | wB97M-V/def2-TZVPD

```
12
Properties=species:S:1:pos:R:3:forces:R:3
C 0.869 -0.899 0.810 -0.86 -0.30 -0.02
N -0.324 -0.620 0.448 0.40 0.43 -0.06
H 1.354 -1.758 0.339 0.08 0.02 0.81
H 1.275 -0.275 1.605 0.62 0.03 -0.48
H -0.713 0.348 0.695 -0.35 -0.47 0.69
H -0.880 -1.284 -0.085 0.10 0.17 -0.29
H -2.267 1.365 1.493 0.11 0.40 -0.03
H -1.121 2.183 2.105 0.07 0.00 -0.23
O -1.366 1.686 1.307 -0.34 -0.40 0.21
H 1.664 -0.800 -2.907 0.00 -0.06 0.25
H 0.600 0.307 -3.297 -0.26 0.21 0.16
O 0.908 -0.253 -2.513 0.43 -0.03 -1.00
```
Positions in Å, forces in eV/Å.

The net charge is +2. Its LUMO energy (spin up / spin down) is -9.210 / -16.712 eV. As for the HOMO energy (spin up / spin down): -19.915 / -19.832 eV. As for the expectation value of S²: 0.75. As for the largest force on an atom: 1.1 eV/A. Its spin multiplicity is 2. The calculation puts the energy above the lowest of the compared OMol25 structures with the same formula, charge and spin at 10.1 kcal per mole.

---

[3]
C14H39O8P2 | wB97M-V/def2-TZVPD

```
63
Properties=species:S:1:pos:R:3:forces:R:3
C -2.610 0.145 -3.741 0.00 -0.13 0.07
C -1.280 0.501 -3.116 0.07 0.11 0.01
O -0.763 -0.664 -2.469 0.01 0.01 -0.08
P 0.539 -0.463 -1.533 -0.10 -0.08 0.16
O 0.374 0.610 -0.538 -0.05 -0.07 -0.09
C 1.918 -0.401 -2.672 0.16 0.05 -0.09
C 3.312 -0.495 -2.040 0.03 -0.07 -0.10
P 3.924 1.127 -1.197 -0.03 0.02 -0.04
O 5.463 0.344 -0.834 -0.12 -0.20 0.28
O 0.553 -1.944 -0.923 0.18 0.09 -0.04
C 1.177 -2.146 0.362 -0.04 0.05 0.04
C 0.105 -2.621 1.313 -0.12 -0.25 -0.12
H -3.236 -0.356 -3.000 -0.02 0.08 -0.01
H -3.124 1.045 -4.084 0.03 -0.04 -0.05
H -2.477 -0.539 -4.580 -0.02 0.05 0.00
H -1.386 1.305 -2.382 -0.01 -0.07 -0.01
H -0.568 0.836 -3.880 -0.05 0.01 0.03
H 1.743 -1.226 -3.372 -0.11 0.03 0.02
H 1.836 0.535 -3.242 0.03 -0.01 0.07
H 4.033 -0.715 -2.834 -0.02 -0.02 0.04
H 3.370 -1.325 -1.325 -0.05 0.06 0.01
H 3.363 0.638 0.106 0.01 0.02 0.03
H 4.362 2.352 -0.554 -0.01 -0.01 0.00
H 4.503 1.562 -2.474 0.03 -0.04 0.02
H 2.653 1.768 -1.521 0.05 0.03 0.01
H 5.325 -0.094 0.021 0.08 0.18 -0.29
H 1.958 -2.896 0.220 -0.02 0.02 0.00
H 1.648 -1.220 0.701 -0.04 -0.02 -0.01
H -0.699 -1.887 1.368 0.07 0.05 0.15
H -0.329 -3.547 0.924 -0.02 0.02 0.07
H 0.494 -2.826 2.312 0.04 0.11 -0.02
C 3.909 4.093 2.174 0.07 -0.08 -0.09
O 3.063 4.319 1.072 -0.13 0.19 0.17
C 1.987 3.391 0.983 0.05 -0.02 -0.18
C 0.680 4.042 1.366 -0.07 -0.06 0.01
O 0.647 4.477 2.725 0.01 -0.01 0.02
C 0.968 5.839 2.884 0.04 -0.01 0.01
H 4.564 4.960 2.267 0.01 -0.01 -0.01
H 3.342 3.973 3.104 -0.01 0.02 0.01
H 4.525 3.202 2.011 -0.01 -0.01 0.01
H 2.180 2.511 1.603 -0.01 0.02 0.01
H 1.921 3.039 -0.049 0.02 -0.05 0.04
H -0.125 3.314 1.236 0.02 -0.01 0.00
H 0.484 4.893 0.703 -0.01 0.01 0.00
H 0.151 6.483 2.530 0.00 0.00 -0.02
H 1.882 6.104 2.346 0.00 0.01 0.01
H 1.116 6.019 3.949 -0.03 0.00 0.00
C -3.512 -1.989 0.070 0.07 0.02 -0.02
O -3.498 -2.481 1.401 0.02 -0.07 -0.02
C -4.773 -2.813 1.908 0.03 0.06 0.02
C -5.029 -4.306 1.864 0.00 -0.05 0.00
O -5.074 -4.810 0.541 -0.01 0.02 -0.02
C -3.851 -5.379 0.108 0.01 0.02 -0.01
H -2.489 -2.020 -0.303 0.00 0.05 0.01
H -4.148 -2.602 -0.574 0.00 0.00 -0.01
H -3.866 -0.953 0.045 -0.02 0.00 -0.01
H -5.559 -2.284 1.357 0.00 -0.01 -0.01
H -4.814 -2.485 2.952 -0.02 0.00 0.00
H -5.998 -4.515 2.328 0.00 0.01 0.00
H -4.256 -4.824 2.442 0.00 0.00 0.00
H -3.676 -6.345 0.597 0.01 0.01 0.02
H -3.004 -4.720 0.309 0.00 0.00 -0.01
H -3.931 -5.537 -0.966 -0.01 -0.02 0.01
```
Positions in Å, forces in eV/Å.

The net charge is -1. Its LUMO energy is 2.535 eV. As for the HOMO energy: -3.582 eV. As for the largest force on an atom: 0.4 eV/A.

---

[4]
C36H42Cl3GaGeN7O2SSi | wB97M-V/def2-TZVPD

```
94
Properties=species:S:1:pos:R:3:forces:R:3
Ga 13.484 10.654 12.383 2.26 0.27 -0.03
C 16.273 9.266 16.001 0.06 -0.73 -0.08
Si 15.297 10.732 15.365 0.62 0.24 -0.95
C 16.121 12.359 15.753 0.72 0.29 0.26
C 13.743 10.683 16.389 -0.64 0.15 -0.06
N 15.251 10.672 13.518 -3.61 -0.57 0.13
C 16.450 10.774 12.887 2.40 0.20 -1.79
C 17.696 10.841 13.588 -0.80 -0.24 -0.05
C 18.929 11.033 12.996 0.12 0.08 -0.25
C 19.012 11.203 11.618 0.13 0.06 0.21
C 17.837 11.178 10.874 0.14 -0.66 0.60
C 16.608 10.878 11.455 0.89 0.27 0.93
O 15.494 10.745 10.668 -1.63 0.01 -0.49
C 15.581 10.333 9.303 0.28 0.19 0.13
C 15.139 11.185 8.278 0.62 -0.75 0.16
C 15.331 10.787 6.939 0.04 -0.21 0.52
C 15.806 9.510 6.650 0.16 -0.39 0.70
C 16.163 8.640 7.709 -0.44 0.37 -0.65
C 16.108 9.068 9.027 -0.16 0.29 0.08
H 15.590 8.578 16.544 0.44 0.30 -0.09
H 17.052 9.606 16.706 -0.35 -0.19 -0.12
H 16.786 8.676 15.223 -0.17 0.25 0.23
H 15.631 12.842 16.607 0.00 0.02 -0.14
H 16.139 13.047 14.893 -0.06 -0.24 0.29
H 17.175 12.196 16.053 -0.52 0.19 -0.11
H 14.034 10.280 17.376 -0.03 0.21 -0.36
H 12.961 10.021 15.998 0.05 0.36 0.25
H 13.337 11.702 16.544 0.09 -0.62 -0.03
H 17.715 10.692 14.657 -0.12 0.07 -0.06
H 19.810 11.059 13.646 -0.29 -0.06 -0.42
H 19.981 11.314 11.130 -0.36 0.14 0.09
H 17.898 11.280 9.812 -0.08 0.06 -0.52
H 14.711 12.145 8.511 0.07 0.12 0.11
H 15.149 11.492 6.129 -0.23 -0.17 0.22
H 15.919 9.171 5.620 -0.04 0.15 0.27
H 16.441 7.612 7.486 0.24 0.27 0.03
H 16.487 8.449 9.842 -0.21 0.12 -0.20
N 12.996 15.481 15.018 0.51 0.21 0.35
N 12.694 14.193 14.642 -0.42 -1.09 0.69
N 11.508 13.647 15.073 2.59 -0.36 -1.06
C 11.691 12.407 14.629 -0.33 -0.52 -0.70
N 12.838 12.208 13.939 -0.08 1.60 0.28
N 13.537 13.407 13.989 -2.96 -0.52 0.66
H 12.362 15.774 15.793 0.77 -0.50 -0.85
H 14.000 15.508 15.268 -0.87 0.19 -0.09
H 10.970 11.601 14.786 0.25 0.46 -0.10
Cl 11.944 8.976 13.729 0.79 0.23 -0.24
Ge 13.226 7.265 14.802 -2.36 -0.33 0.18
Cl 12.273 5.589 13.661 0.84 0.85 0.75
Cl 12.059 7.503 16.675 0.93 -0.40 -0.84
C 11.933 5.956 7.806 0.07 -0.63 -0.26
C 12.307 7.013 8.803 0.49 -0.34 0.52
C 12.895 6.676 10.039 0.06 0.80 -0.05
C 13.261 7.658 10.950 -0.14 0.24 -0.03
N 13.055 8.979 10.741 -0.43 0.13 -0.10
C 12.493 9.298 9.553 0.28 0.06 -0.25
C 12.141 8.362 8.563 0.26 0.89 0.74
H 12.010 4.951 8.273 0.03 0.61 -0.39
H 12.605 5.982 6.907 -0.64 0.05 0.80
H 10.885 6.077 7.478 0.53 0.05 0.01
H 13.094 5.652 10.282 0.03 -0.39 0.12
H 13.719 7.390 11.903 -0.07 0.03 -0.37
H 12.357 10.365 9.361 0.12 -0.46 0.16
H 11.754 8.717 7.615 -0.05 0.03 0.11
O 12.937 11.997 10.979 -1.81 0.22 0.82
S 11.625 12.988 11.078 1.80 -0.80 -0.45
C 10.563 12.644 9.610 -0.12 0.05 -0.37
C 9.389 11.793 10.015 0.49 -0.83 0.04
C 9.335 10.435 9.638 -0.73 0.73 0.73
C 8.365 9.607 10.198 0.04 0.26 0.28
C 7.440 10.104 11.121 0.48 0.47 -0.71
C 7.440 11.472 11.388 -0.11 -0.30 0.52
C 8.428 12.302 10.874 -0.41 -0.30 -0.05
C 12.432 14.587 10.663 0.22 0.13 0.70
C 13.069 14.710 9.306 0.17 0.40 -0.28
C 14.461 14.569 9.155 -0.67 0.13 -0.25
C 15.037 14.722 7.895 0.43 -0.10 -0.37
C 14.270 14.980 6.751 -0.16 -0.17 1.00
C 12.907 15.200 6.944 -0.50 -0.14 -1.00
C 12.305 15.094 8.188 1.14 -0.44 0.46
H 11.180 12.130 8.851 -0.11 0.59 0.26
H 10.219 13.639 9.248 0.48 -0.59 0.23
H 10.006 10.030 8.912 0.38 -0.06 -0.23
H 8.351 8.561 9.942 -0.04 -0.17 -0.11
H 6.718 9.440 11.563 -0.16 0.00 0.09
H 6.700 11.889 12.065 0.05 -0.05 -0.13
H 8.404 13.347 11.140 0.15 0.21 0.02
H 13.197 14.626 11.474 -0.48 0.08 -0.51
H 11.662 15.357 10.893 0.37 -0.46 -0.27
H 15.087 14.349 10.015 -0.06 -0.02 -0.06
H 16.119 14.617 7.793 -0.31 -0.03 0.07
H 14.718 14.985 5.757 -0.13 0.20 0.35
H 12.263 15.405 6.079 0.36 0.07 0.39
H 11.264 15.300 8.300 -0.56 0.14 -0.03
```
Positions in Å, forces in eV/Å.

The net charge is +2. Its LUMO energy (spin up / spin down) is -5.930 / -9.413 eV. As for the HOMO energy (spin up / spin down): -11.875 / -11.663 eV. As for the expectation value of S²: 0.76. As for the largest force on an atom: 3.7 eV/A. Its spin multiplicity is 2. The calculation puts the energy above the lowest of the compared OMol25 structures with the same formula, charge and spin at 0.0 kcal per mole.

---

Per-record energy, Ha: -1056.91943, -247.27248, -1841.39852, -8000.27639